Formula: C27H42BIN2O12
Source: the Open Molecules 2025 dataset
Level of theory: ωB97M-V with the def2-TZVPD basis set

Values from the calculation:
Structure (SMILES): COB(O)c1c(I)cc(CC(=O)O)c2nccnc12.CCOC(C)=O.CCOC(C)=O.CCOC(C)=O.CCOC(C)=O
Max |F|, Eh/bohr: 0.0283
HOMO-LUMO gap, Ha: 0.2987
HOMO level, eV: -8.56

ORCA input file:
```
! RIJCOSX wB97M-V def2-TZVPD def2/J DEFGRID3
* xyz 0 1
H -6.6591 2.6429 -3.7772
H -0.9176 -2.9139 -3.3354
O 4.8442 -1.9258 3.2373
O 3.8522 0.6983 0.4301
C 4.7498 1.1791 -0.4299
H 6.1897 2.5435 0.3396
C -7.0628 2.1567 -1.0871
O -5.5813 3.5258 0.1507
H 1.7934 -1.0998 5.9639
H -6.9765 1.2817 -1.7276
H 4.6066 -4.3330 4.7194
H 3.4245 -3.5474 6.8073
H 3.2724 1.8644 2.7624
C -0.4608 0.5266 1.2223
H 6.4768 0.8709 0.8746
H -0.3948 3.7553 3.1224
H -5.1499 0.9418 -2.5994
C 1.2934 1.7105 -2.0353
C 4.2150 1.3130 2.7580
C 0.1884 -1.5257 1.7602
O -1.5333 -5.3935 -7.0317
H 5.0028 2.0319 2.5267
H -5.5664 1.8381 -4.9129
H 2.0140 -2.9015 7.6577
O -4.7936 2.8270 -1.7800
H -3.6559 -4.0267 -7.4087
C 0.3801 0.4998 0.0887
H 4.3942 0.9123 3.7554
C -1.2590 1.7023 1.4730
C -1.4978 -2.2976 -4.0234
C -1.7575 -4.3328 -6.5150
N 1.1900 -0.5519 -0.2157
C 2.3473 -2.0070 5.7258
C 0.9670 0.6634 -3.1141
H -3.1884 -2.6765 -6.4076
O 4.4019 1.4220 -1.5611
O -0.7677 -3.6776 -5.8864
H 0.1355 -1.9427 -5.3552
H -0.9865 4.1029 4.7440
H -5.2231 3.4798 -4.3355
H -0.4011 3.5748 -1.2251
H -1.5274 -1.2769 -3.6407
C -0.3870 2.7200 -0.5460
C 1.0650 -1.5425 0.6361
H -7.7720 2.8597 -1.5227
I -2.3822 4.5409 0.8669
C -0.8899 3.2985 3.9957
C 4.1638 0.1933 1.7409
C -3.1552 -3.7613 -6.4795
H 1.6612 -2.4442 0.4557
C 0.4024 1.6379 -0.7933
H 2.8527 -4.1680 4.4730
H 2.3522 1.5924 -1.7462
O -2.2016 2.8367 3.6519
H -3.6974 -4.1996 -5.6424
C -0.8803 -2.3307 -5.4059
H 5.0734 -0.3957 1.7245
H 0.1420 -2.4230 2.3897
C 4.0598 -2.3991 4.0166
H 3.3575 -0.4893 1.9958
H -3.1278 0.6261 4.0239
C 2.8489 -2.6426 7.0057
N -0.5726 -0.5105 2.1023
H -7.4476 1.8054 -0.1317
H 1.1887 2.6903 -2.5233
O 3.4329 -1.5915 4.8880
C 3.8331 -3.8882 4.0944
H 1.6601 -2.6555 5.1798
C -5.7548 2.8677 -0.8371
H -0.2802 2.5064 4.4619
H 3.5090 -1.9550 7.5356
H 6.8350 1.3200 -0.7733
H 3.9064 -4.2979 3.0887
H -2.5144 -2.6954 -4.0268
H -3.7667 1.8249 -3.2017
B -2.1933 1.7587 2.7675
C -4.8074 1.9346 -2.8974
C 6.1430 1.4946 0.0487
C -1.2361 2.7814 0.6189
C -5.6121 2.5022 -4.0487
O 1.5675 -0.5707 -3.0145
H -1.4164 -1.7028 -6.1195
O 0.2447 0.8822 -4.0564
O -3.0761 0.7439 3.0685
H 2.4929 -0.3890 -2.7791
*
```

Results of the Löwdin charge analysis, in e, for atoms 1 through 4: H 0.067; H 0.085; O 0.088; O -0.002